(1)
One molecule with the formula C17H17F7NO3PS, computed with the ωB97M-V functional and the def2-TZVPD basis.

Calculated values
Total energy, a.u.: -2377.1063
SMILES: Cc1ccccc1C[C@]1([PH2]=O)NC(=O)[C@](CC=O)(C(F)(F)C(F)(F)C(F)(F)F)[C@@H]1S
Strongest force on any atom, eV/Å: 0.834

```
! wB97M-V def2-TZVPD RIJCOSX def2/J DEFGRID3
* xyz 0 1
S -0.85 1.53 1.38
P 2.00 2.91 -0.80
F -0.10 -4.41 2.30
F 1.52 -3.17 3.06
F -1.66 -2.45 1.80
F -0.60 -1.17 0.05
F 0.96 -2.64 0.46
F -0.33 -3.34 4.19
F -0.62 -1.07 3.13
O 2.36 -0.21 4.59
O 3.26 -1.20 -0.26
O 1.36 4.08 -0.15
N 1.79 0.24 -1.26
C 2.27 -0.53 -0.22
C -2.79 -1.47 -3.06
C -1.45 -1.43 -3.43
C 2.32 -0.38 2.23
C 1.36 -0.34 1.03
C 0.34 -1.53 0.95
C 1.82 0.10 3.57
C -3.25 1.72 -1.10
C -0.45 -2.05 2.22
C -3.32 -0.44 -2.30
C -0.66 -0.38 -2.99
C 0.18 -3.28 2.95
C -0.22 1.72 -1.72
C 0.99 1.37 -0.80
C 0.77 1.07 0.74
C -1.17 0.63 -2.16
C -2.54 0.63 -1.85
H 0.97 0.80 3.57
H 3.21 2.48 -0.21
H -4.38 -0.45 -2.06
H -2.70 2.66 -1.07
H 2.53 0.43 -1.94
H 2.37 3.09 -2.15
H -1.02 -2.20 -4.06
H 0.23 2.12 -2.64
H 3.15 0.29 1.98
H -0.44 2.65 1.97
H 2.78 -1.37 2.32
H -4.23 1.90 -1.55
H -3.44 -2.28 -3.39
H 0.38 -0.35 -3.29
H -3.42 1.43 -0.06
H 1.46 1.74 1.27
H -0.74 2.55 -1.25
*
```



(2)
One molecule with the formula C17H17FN4O4 at a distorted geometry, computed with the ωB97M-V functional and the def2-TZVPD basis.

Calculated values
Total energy, a.u.: -1277.8119
SMILES: CN(CC(=O)Nc1cccc(F)c1)CC(=O)Nc1cccc([N+](=O)[O-])c1
Strongest force on any atom, eV/Å: 1.346

```
! wB97M-V def2-TZVPD RIJCOSX def2/J DEFGRID3
* xyz 0 1
F -3.40 -1.21 -1.66
O 0.99 0.51 -1.97
O -3.21 3.13 -1.10
O -4.87 2.07 -0.27
O 1.76 -0.62 1.89
N 1.31 -1.46 -0.86
N 3.51 1.17 -0.48
N 0.82 1.25 0.97
N -3.69 2.28 -0.39
C 1.87 0.45 1.33
C 3.23 -0.01 -1.27
C -1.09 -1.31 -1.33
C -2.58 -2.87 -0.22
C -3.29 0.44 1.18
C -1.42 1.72 0.31
C -0.54 0.95 1.06
C -2.35 -1.81 -1.07
C 3.11 2.42 -1.10
C -2.40 -0.32 1.92
C 0.00 -1.91 -0.69
C -0.21 -2.99 0.17
C -1.04 -0.07 1.87
C -1.49 -3.46 0.39
C 3.24 1.02 0.94
C -2.78 1.46 0.38
C 1.73 -0.29 -1.43
H -3.58 -3.23 -0.05
H -1.64 -4.30 1.06
H -1.07 2.51 -0.34
H 2.00 -2.00 -0.35
H 3.35 3.24 -0.43
H 1.04 2.07 0.43
H 3.70 2.54 -2.01
H 3.74 -0.86 -0.82
H 2.05 2.47 -1.38
H 3.98 0.32 1.34
H -2.77 -1.11 2.55
H 0.63 -3.44 0.66
H 3.64 0.16 -2.27
H -4.35 0.27 1.20
H -0.96 -0.48 -2.00
H -0.36 -0.66 2.45
H 3.39 1.98 1.42
*
```



(3)
A 3-piece molecular cluster, C17H17FO11 overall at a distorted geometry, computed with the ωB97M-V functional and the def2-TZVPD basis.

Calculated values
Total energy, a.u.: -1585.4728
SMILES: O=C1C=C(O)C(=O)C=C1O.O=C1C=C(O)C(=O)C=C1O.O=C(O)OCCCCF
Strongest force on any atom, eV/Å: 4.121

```
! wB97M-V def2-TZVPD RIJCOSX def2/J DEFGRID3
* xyz 0 1
F -0.81 1.66 1.81
O 1.96 1.79 3.86
O 5.81 1.53 7.48
O -6.66 -1.80 -5.54
O 2.07 3.71 5.69
O 5.75 -0.35 5.61
O 0.76 0.49 -3.00
O -1.07 1.36 -3.84
O -3.70 -4.94 -3.71
O -0.10 2.37 -2.13
O -1.86 -3.03 -3.69
O -4.79 0.09 -5.60
C 4.82 0.60 5.58
C 3.94 2.71 6.66
C 2.87 1.70 4.67
C 1.16 -0.19 -0.68
C -4.46 -1.10 -5.12
C -4.03 -3.74 -4.17
C -5.56 -2.13 -5.12
C -5.26 -3.46 -4.63
C 2.98 2.75 5.73
C 0.18 0.02 0.49
C 0.41 1.30 1.24
C 0.45 -0.52 -2.00
C -2.94 -2.71 -4.14
C -0.24 1.41 -3.05
C 3.86 0.63 4.65
C -3.24 -1.38 -4.66
C 4.92 1.63 6.66
H -0.62 -0.54 -1.84
H -5.73 0.03 -5.86
H 1.74 0.70 -0.84
H 1.49 3.51 4.92
H -0.85 0.01 0.17
H -2.76 -4.87 -3.44
H -2.44 -0.65 -4.65
H 0.79 -1.45 -2.42
H 3.78 -0.11 3.87
H 0.30 -0.80 1.19
H -0.86 2.33 -1.54
H 0.68 2.13 0.60
H 4.03 3.46 7.44
H -6.05 -4.20 -4.65
H 1.84 -1.00 -0.44
H 1.11 1.22 2.06
H 6.32 -0.15 6.38
*
```



(4)
One molecule with the formula C17H17N3O3 at a distorted geometry, computed with the ωB97M-V functional and the def2-TZVPD basis.

Calculated values
SMILES: COCc1nc(-c2ccc(-c3ccc(C)cc3)nc2OC)no1
ΔE to the lowest compared entry with this formula, charge and spin, kcal/mol: 61.3
Strongest force on any atom, eV/Å: 1.109

```
! wB97M-V def2-TZVPD RIJCOSX def2/J DEFGRID3
* xyz 0 1
O -4.29 1.35 -0.08
O -0.44 2.44 0.25
O -6.09 -1.47 0.59
N -3.30 -0.58 -0.36
N 1.29 0.96 0.09
N -2.96 1.59 0.01
C -0.48 -1.11 -0.35
C 3.21 -0.43 -0.04
C -0.01 1.20 0.07
C 7.50 -0.77 0.06
C 0.56 3.43 0.45
C 4.02 0.68 -0.28
C 1.75 -0.28 -0.09
C -5.41 -2.70 0.46
C 5.19 -1.76 0.29
C -0.96 0.17 -0.14
C -4.43 0.04 -0.30
C 6.00 -0.66 0.04
C 5.39 0.56 -0.24
C -2.38 0.43 -0.16
C -5.81 -0.54 -0.42
C 3.82 -1.65 0.25
C 0.88 -1.35 -0.32
H -5.69 -3.21 -0.47
H 1.26 -2.34 -0.50
H 0.02 4.36 0.63
H -5.71 -3.30 1.31
H 5.65 -2.71 0.52
H 7.95 0.11 0.50
H 3.55 1.62 -0.49
H 7.87 -0.87 -0.96
H -6.53 0.26 -0.32
H 6.01 1.43 -0.43
H -5.91 -1.01 -1.42
H -4.32 -2.55 0.46
H 3.22 -2.52 0.47
H 7.81 -1.65 0.63
H 1.19 3.18 1.31
H 1.19 3.52 -0.43
H -1.18 -1.91 -0.53
*
```



(5)
One molecule with the formula C17H17N3OS at a distorted geometry, computed with the ωB97M-V functional and the def2-TZVPD basis.

Calculated values
SMILES: O=C(NC(=S)N(Cc1ccccc1)c1ccccn1)C1CC1
ΔE to the lowest compared entry with this formula, charge and spin, kcal/mol: 32.1
Strongest force on any atom, eV/Å: 1.041

```
! wB97M-V def2-TZVPD RIJCOSX def2/J DEFGRID3
* xyz 0 1
S 0.72 -2.40 -0.48
O 3.49 1.03 -0.17
N 1.50 0.08 0.08
N -2.83 -0.96 1.19
N -0.71 -0.39 0.48
C -3.42 -2.31 -1.15
C -2.19 -1.70 -0.98
C -1.64 2.26 -0.49
C -0.69 4.42 -0.93
C -4.01 -1.55 1.02
C 0.18 3.07 0.85
C 0.20 4.24 0.11
C -0.75 2.07 0.56
C -0.77 0.78 1.35
C 2.89 0.00 0.02
C 0.49 -0.86 0.04
C 4.99 -1.29 0.63
C -4.35 -2.25 -0.12
C -1.62 3.43 -1.22
C -1.93 -1.05 0.23
C 3.53 -1.30 0.27
C 4.58 -1.75 -0.72
H 0.88 2.93 1.66
H 4.77 -1.09 -1.56
H 0.05 0.75 2.06
H 2.90 -2.07 0.70
H -4.70 -1.44 1.85
H -1.72 0.69 1.90
H -1.46 -1.71 -1.77
H -0.67 5.33 -1.50
H 0.92 5.00 0.35
H 5.46 -0.31 0.71
H -3.65 -2.81 -2.07
H 1.19 1.05 0.03
H -2.37 1.49 -0.72
H 4.62 -2.80 -0.96
H -5.32 -2.72 -0.21
H 5.33 -2.01 1.35
H -2.32 3.57 -2.03
*
```



(6)
C17H17N5O2Zn as an isolated structure, computed with the ωB97M-V functional and the def2-TZVPD basis.

Calculated values
Total energy, a.u.: -2861.1875
Strongest force on any atom, eV/Å: 0.599

```
! wB97M-V def2-TZVPD RIJCOSX def2/J DEFGRID3
* xyz 2 1
Zn -0.22 0.63 -0.74
O 1.45 0.83 0.49
O 2.77 2.37 1.46
N -0.68 -1.17 -0.03
N -0.10 -0.56 -2.50
N 0.85 2.53 -1.46
N -1.39 1.15 0.96
N 1.67 2.90 -0.39
C -1.76 0.27 3.15
C -0.91 -3.60 1.10
C -1.72 2.36 1.42
C -0.12 -1.88 -2.20
C 1.95 1.95 0.54
C 3.13 1.43 2.51
C -2.06 2.60 2.73
C -0.51 -3.49 -0.23
C -0.42 -2.23 -0.78
C 0.23 -2.44 -4.50
C 0.06 -0.18 -3.77
C -1.22 -2.47 1.84
C -2.08 1.53 3.61
C 0.23 -1.09 -4.80
C 0.05 -2.84 -3.18
C -1.42 0.10 1.81
C -1.09 -1.23 1.23
H -2.34 1.68 4.65
H 0.25 3.31 -1.70
H 3.84 1.96 3.13
H 0.06 0.88 -3.97
H -0.30 -4.39 -0.80
H -1.00 -4.57 1.55
H 0.34 -0.74 -5.82
H 2.18 3.77 -0.40
H 1.43 2.32 -2.28
H -1.79 -0.58 3.81
H -1.57 -2.57 2.86
H 0.04 -3.89 -2.93
H 2.24 1.16 3.07
H -1.72 3.17 0.69
H 3.58 0.54 2.08
H 0.37 -3.18 -5.28
H -2.32 3.60 3.05
*
```



(7)
One molecule with the formula C17H17N5O3S2 at a distorted geometry, computed with the ωB97M-V functional and the def2-TZVPD basis.

Calculated values
SMILES: NC(N)=NS(=O)(=O)c1ccc(NC(=S)NC(=O)/C=C/c2ccccc2)cc1
ΔE to the lowest compared entry with this formula, charge and spin, kcal/mol: 0.0
Strongest force on any atom, eV/Å: 1.332

```
! wB97M-V def2-TZVPD RIJCOSX def2/J DEFGRID3
* xyz 0 1
S 6.31 -0.37 -1.02
S -0.24 2.59 -0.19
O -1.60 -1.73 -0.10
O 6.85 0.92 -1.42
O 6.60 -1.49 -1.86
N 0.42 -0.03 -0.34
N 6.73 -0.77 0.51
N -1.80 0.54 -0.06
N 7.27 1.42 1.14
N 7.37 -0.34 2.65
C -6.90 0.99 -0.68
C -3.77 -0.84 0.09
C -4.66 0.10 -0.22
C 2.57 1.13 -0.62
C 1.80 -0.02 -0.52
C -6.74 -1.11 0.47
C 4.53 -0.22 -0.87
C 2.41 -1.28 -0.60
C 7.14 0.10 1.38
C -8.28 0.91 -0.64
C 3.94 1.03 -0.80
C -2.31 -0.73 -0.03
C -0.48 0.95 -0.21
C -8.12 -1.18 0.52
C -8.89 -0.18 -0.04
C 3.78 -1.37 -0.77
C -6.10 -0.03 -0.14
H -9.97 -0.24 0.00
H -8.59 -2.03 0.99
H -6.15 -1.90 0.91
H -0.01 -0.97 -0.30
H 2.11 2.10 -0.57
H -6.42 1.84 -1.15
H 7.95 0.21 3.26
H -4.08 -1.83 0.40
H 7.21 1.67 0.16
H 7.36 -1.33 2.77
H 4.28 -2.32 -0.84
H -4.33 1.06 -0.61
H 7.77 2.00 1.78
H 4.56 1.91 -0.89
H -8.87 1.70 -1.07
H 1.81 -2.17 -0.52
H -2.44 1.32 0.05
*
```



(8)
A 2-piece molecular cluster, C17H17O5S overall at a distorted geometry, computed with the ωB97M-V functional and the def2-TZVPD basis.

Calculated values
Total energy, a.u.: -1432.4056
Strongest force on any atom, eV/Å: 2.132

```
! wB97M-V def2-TZVPD RIJCOSX def2/J DEFGRID3
* xyz -1 1
S -0.56 0.42 2.32
O 0.32 -1.89 -0.72
O -3.41 0.53 0.09
O -0.88 -2.53 1.09
O -1.09 -0.54 3.25
O -1.17 1.73 2.18
C 1.76 0.07 3.80
C -2.07 1.04 -1.86
C 0.94 -3.59 -2.33
C 0.25 -3.29 -1.02
C -0.72 1.68 -3.77
C -2.85 0.23 -2.70
C -0.29 -0.21 0.76
C -2.55 0.12 -4.05
C 3.30 1.86 4.33
C 1.04 0.94 2.99
C -1.02 1.79 -2.41
C -2.41 1.03 -0.40
C 2.89 0.53 4.48
C 1.48 2.25 2.79
C -0.33 -1.63 0.46
C 2.61 2.72 3.46
C -1.46 0.83 -4.59
H 2.92 3.75 3.32
H -3.15 -0.53 -4.69
H 2.02 -3.40 -2.27
H -3.70 -0.31 -2.28
H 4.17 2.23 4.88
H -0.80 -3.60 -1.08
H 1.42 -0.96 3.92
H -0.47 2.47 -1.76
H 3.43 -0.14 5.14
H -1.21 0.72 -5.65
H -1.71 1.55 0.26
H 0.10 2.26 -4.19
H 0.20 0.45 0.06
H 0.72 -3.87 -0.21
H 0.52 -3.00 -3.15
H 0.92 2.93 2.14
H 0.81 -4.65 -2.57
*
```



(9)
C17H18AlF23NO7S as an isolated structure at a distorted geometry, computed with the ωB97M-V functional and the def2-TZVPD basis.

Calculated values
Total energy, a.u.: -4177.6086
Strongest force on any atom, eV/Å: 1.305

```
! wB97M-V def2-TZVPD RIJCOSX def2/J DEFGRID3
* xyz -1 1
S -3.09 -3.71 -4.39
Al -1.10 -3.39 -3.16
F 2.99 3.75 -1.58
F 0.26 -1.15 4.83
F 5.94 4.40 2.12
F -0.67 1.17 5.80
F -3.77 -0.81 -3.84
F 2.61 1.79 0.22
F 4.50 4.69 -0.30
F -1.44 -1.26 0.38
F 3.62 6.15 1.85
F -0.78 -1.41 6.73
F 2.10 3.80 0.96
F -1.95 0.61 4.11
F -5.18 -3.82 -2.70
F -3.32 -2.48 -1.31
F -5.20 -1.56 -0.79
F -3.02 -1.57 2.51
F -0.36 -0.56 2.15
F 5.36 6.87 2.97
F -5.58 -2.98 -4.69
F -2.27 -3.46 1.68
F -3.54 -0.33 -1.38
F 5.53 4.46 4.25
F -5.85 -0.99 -3.17
O -1.79 -2.09 4.91
O 4.01 3.59 2.94
O 0.77 -1.37 -2.99
O -2.95 -3.03 -5.67
O -1.23 -4.35 -1.59
O -3.40 -5.14 -4.43
O 0.46 -3.68 -0.49
N -0.12 -4.63 -0.92
C -1.50 -2.88 3.77
C 3.95 2.64 1.89
C -1.59 0.27 5.36
C 4.35 5.97 2.97
C 1.32 -0.32 -3.75
C 4.96 4.56 3.02
C -0.96 -1.13 5.41
C 1.47 1.01 -3.01
C -4.61 -1.56 -3.10
C 0.16 1.76 -2.72
C -0.67 -1.43 -2.99
C 3.87 3.53 -0.59
C -0.86 -1.66 1.53
C -4.69 -3.00 -3.67
C -1.92 -2.35 2.39
C -4.16 -1.48 -1.60
C 3.12 2.98 0.64
H 3.72 6.14 3.84
H 2.12 1.65 -3.64
H 0.02 -4.09 -4.04
H -0.04 -2.35 1.30
H -1.08 -0.93 -2.10
H 2.02 0.84 -2.08
H -0.49 1.80 -3.60
H 4.94 2.28 1.62
H 0.38 2.79 -2.40
H 0.75 -0.17 -4.69
H -1.06 -0.93 -3.89
H -2.11 -3.77 3.91
H 2.33 -0.66 -4.05
H -0.38 1.29 -1.90
H -0.46 -3.20 3.76
H 3.41 1.80 2.33
H 4.61 2.80 -0.94
H -2.46 0.30 6.02
*
```



(10)
C17H18B2Cl3NO6 as an isolated structure at a distorted geometry, computed with the ωB97M-V functional and the def2-TZVPD basis.

Calculated values
ΔE to the lowest compared entry with this formula, charge and spin, kcal/mol: 108.4
Strongest force on any atom, eV/Å: 4.841

```
! wB97M-V def2-TZVPD RIJCOSX def2/J DEFGRID3
* xyz 0 1
Cl -2.86 3.60 -2.12
Cl -4.71 3.08 0.27
Cl -2.59 5.23 0.35
O 2.29 -0.51 1.61
O 2.85 1.60 0.87
O -1.96 2.55 0.33
O -0.71 1.76 -1.62
O 0.77 -2.48 1.22
O 0.92 -4.80 1.27
N 2.33 -1.42 -0.50
C -2.31 -0.76 1.80
C -1.66 0.88 -1.24
C -1.77 -0.30 4.12
C 2.83 0.39 0.77
C 0.76 2.32 -3.40
C 3.26 -0.37 -0.50
C -0.79 0.20 -3.21
C -1.67 -0.19 -2.16
C -2.39 -1.11 3.15
C 1.87 -2.06 -1.67
C -0.25 1.43 -2.85
C 1.47 -3.73 1.22
C -0.97 1.14 2.33
C 2.86 -3.25 0.94
C -1.73 0.44 1.38
C -2.17 1.16 0.02
C -1.05 0.82 3.69
B -2.89 3.50 -0.18
B 2.01 -1.79 0.87
H -2.27 -1.11 -2.10
H 3.20 -3.60 -0.03
H -1.82 -0.54 5.19
H 3.59 -3.15 1.74
H 0.34 3.33 -3.48
H 0.90 -2.57 -1.52
H 4.31 -0.70 -0.40
H -2.72 -1.44 1.05
H 2.58 -2.80 -2.06
H -0.32 1.96 2.01
H -0.54 1.47 4.42
H -0.50 -0.38 -4.03
H 1.12 2.00 -4.39
H 1.79 -1.28 -2.43
H 1.65 2.34 -2.75
H 3.15 0.20 -1.41
H -2.94 -1.99 3.49
H -3.26 0.95 -0.03
*
```